{"formula": "C26H63Cl2F3N3O20P3V", "method": "ωB97M-V with the def2-TZVPD basis set", "symbols": ["O", "V", "O", "C", "C", "O", "H", "H", "H", "H", "H", "C", "O", "O", "C", "F", "F", "F", "C", "C", "H", "H", "H", "H", "H", "H", "C", "C", "O", "N", "C", "H", "H", "H", "H", "H", "H", "H", "C", "C", "O", "N", "C", "H", "H", "H", "H", "H", "H", "H", "C", "C", "O", "N", "C", "H", "H", "H", "H", "H", "H", "H", "C", "O", "P", "O", "O", "C", "O", "C", "H", "H", "H", "H", "H", "H", "H", "H", "H", "C", "O", "P", "O", "O", "C", "O", "C", "H", "H", "H", "H", "H", "H", "H", "H", "H", "C", "O", "P", "O", "O", "C", "O", "C", "H", "H", "H", "H", "H", "H", "H", "H", "H", "Cl", "C", "C", "Cl", "H", "H", "H", "H"], "positions_angstrom": [[-6.03896, -1.67455, -2.05693], [-6.04623, -0.17343, -1.82282], [-7.68488, 0.10514, -1.58239], [-8.08763, 0.23300, -7.68622], [-6.81938, 1.16983, -7.64095], [-6.04139, 1.24513, -6.44263], [-7.82938, -0.78196, -7.38412], [-8.34261, 0.15286, -8.74295], [-8.89845, 0.70165, -7.12852], [-7.16946, 2.15275, -7.95627], [-6.17128, 0.97386, -8.49514], [-0.80908, 0.42548, 0.41810], [-0.84370, -0.05768, -0.86477], [-2.20255, 0.57916, 0.58878], [0.06412, -0.27854, 1.48783], [-0.09331, -1.63152, 1.41868], [1.33530, -0.12325, 1.12994], [0.06247, 0.11108, 2.80698], [0.24824, 0.12384, -1.76796], [0.03718, -0.83425, -2.95646], [0.16591, -1.89710, -2.75185], [-0.80423, -0.68559, -3.63324], [0.81464, -0.61865, -3.68938], [1.17834, -0.29750, -1.38652], [0.38084, 1.19039, -1.94960], [-0.26303, 1.36879, 0.40849], [-3.27148, -3.56316, 9.31293], [-3.53630, -3.61414, 10.80010], [-2.74981, -4.28591, 11.54124], [-4.57305, -2.99405, 11.42868], [-5.56920, -2.12219, 10.95847], [-2.48759, -2.82763, 9.13236], [-4.17437, -3.13983, 8.87284], [-3.08928, -4.47134, 8.73837], [-4.68981, -3.26557, 12.39447], [-6.55359, -2.58997, 10.94266], [-5.40400, -1.56173, 10.03831], [-5.70562, -1.32051, 11.68427], [-1.72422, 6.29252, -5.14513], [-0.47793, 5.89987, -5.93509], [0.60522, 6.49320, -5.82520], [-0.65940, 4.84497, -6.71958], [0.33678, 4.37840, -7.57877], [-2.70405, 6.55950, -5.54103], [-1.38311, 7.03892, -4.42775], [-2.00853, 5.44015, -4.52812], [-1.41715, 4.20749, -6.52073], [0.01007, 4.31756, -8.61688], [0.56644, 3.35114, -7.29579], [1.25449, 4.96411, -7.63214], [-6.87063, 6.89191, 1.31142], [-5.67307, 7.79441, 1.65279], [-5.78361, 9.01388, 1.80303], [-4.55606, 7.08749, 1.83317], [-3.36181, 7.68331, 2.38834], [-7.85609, 7.29301, 1.54818], [-6.76951, 5.95980, 1.86734], [-6.86488, 6.70766, 0.23712], [-4.49376, 6.08435, 1.73345], [-2.43638, 7.33416, 1.93031], [-3.38912, 7.26250, 3.39347], [-3.27130, 8.76883, 2.34906], [7.32435, 7.07500, 8.00144], [6.52862, 5.90589, 7.65726], [4.95777, 6.19572, 7.37348], [4.45905, 7.59288, 7.06003], [4.54461, 5.09180, 6.26738], [5.28918, 4.99052, 5.10175], [4.23779, 5.64787, 8.71796], [4.08032, 6.51818, 9.82186], [8.03113, 7.30115, 7.20306], [7.99686, 6.97639, 8.85355], [6.70504, 7.97137, 8.03448], [5.91459, 5.87706, 4.99672], [4.55269, 5.13304, 4.31094], [5.89934, 4.10149, 4.94227], [4.74560, 6.26831, 10.64834], [3.10195, 6.35100, 10.27235], [4.32959, 7.55639, 9.60257], [12.57026, 0.33591, -2.76158], [11.31777, 0.41436, -3.45574], [9.88026, 0.68002, -2.72700], [9.91082, 1.65978, -1.63466], [9.34994, -0.88295, -2.44847], [9.60455, -1.57615, -1.20297], [8.88804, 1.23298, -3.93946], [7.45644, 1.53180, -3.83234], [13.17780, -0.43092, -3.24219], [12.47741, 0.03095, -1.71924], [13.12052, 1.27074, -2.65480], [10.06696, -2.51581, -1.50514], [8.70410, -2.00601, -0.76424], [9.92672, -0.94395, -0.37556], [6.89240, 0.73520, -4.31750], [7.01300, 2.44094, -4.23846], [7.16571, 1.47083, -2.78359], [-1.76693, -12.25665, -2.76395], [-1.11004, -11.27751, -2.00824], [-0.88188, -11.46344, -0.37214], [-0.12724, -12.61907, 0.18974], [-0.36458, -9.98986, 0.11685], [-0.69470, -8.78553, -0.59953], [-2.34373, -11.43059, 0.19423], [-2.86943, -10.75534, 1.39224], [-2.74467, -11.95100, -3.13639], [-1.74377, -13.24278, -2.30016], [-1.24144, -12.44478, -3.70021], [-1.33944, -8.11260, -0.03423], [-1.07986, -8.88877, -1.61397], [0.29489, -8.33956, -0.69913], [-3.04026, -11.47596, 2.19199], [-3.66292, -10.01571, 1.28546], [-2.05664, -10.12103, 1.74596], [-3.59965, -6.67088, -7.00438], [-4.59388, -6.04971, -8.37105], [-3.90570, -4.86798, -9.13597], [-2.31641, -5.38412, -9.72040], [-5.53845, -5.82595, -7.87525], [-4.78889, -6.88266, -9.04652], [-3.63565, -4.05445, -8.46266], [-4.47968, -4.48789, -9.98107]], "mulliken_charge": [-0.52, 1.64, -0.65, -0.80, -0.35, -0.68, 0.25, 0.28, 0.24, 0.23, 0.24, -0.07, -0.21, -0.88, 0.75, -0.28, -0.28, -0.27, -0.15, -1.27, 0.28, 0.34, 0.41, 0.19, 0.36, 0.18, -0.89, 0.61, -0.67, -0.16, -0.87, 0.24, 0.29, 0.31, 0.22, 0.28, 0.33, 0.31, -1.15, 0.77, -0.65, -0.18, -0.90, 0.33, 0.31, 0.31, 0.25, 0.28, 0.30, 0.32, -1.01, 0.73, -0.65, -0.22, -0.83, 0.30, 0.31, 0.25, 0.24, 0.29, 0.30, 0.29, -0.70, -0.31, 1.07, -0.66, -0.35, -0.68, -0.34, -0.66, 0.29, 0.26, 0.35, 0.31, 0.30, 0.25, 0.28, 0.26, 0.32, -0.63, -0.31, 1.01, -0.64, -0.30, -0.71, -0.38, -0.62, 0.29, 0.27, 0.27, 0.27, 0.29, 0.34, 0.28, 0.29, 0.28, -0.72, -0.26, 1.02, -0.66, -0.36, -0.60, -0.31, -0.65, 0.27, 0.33, 0.27, 0.28, 0.29, 0.26, 0.29, 0.29, 0.27, -0.18, -0.44, -0.39, -0.18, 0.31, 0.30, 0.28, 0.31], "charge": -1, "homo_ev": -4.73, "homo_lumo_gap_ev": 2.92, "lumo_ev": -1.81}